1.
86
Properties=species:S:1:pos:R:3:lowdin_spin:R:1 method="wB97M-V/def2-TZVPD" fmax_ha_per_bohr=0.0558 total_charge=-1 lumo_ha="0.081 / 0.081" s_squared=15.7828 homo_energy_ev="-1.757 / -4.780" relative_energy_kcal_mol=0.0 homo_lumo_gap_ev="3.97 / 6.99" multiplicity=8
Eu 0.15129 -1.27355 -0.20547 6.045
C 4.47249 -4.57935 1.73203 0.005
C 4.80679 -4.43975 0.37213 0.001
C 3.82099 -4.19425 -0.52917 0.013
C 2.46419 -4.06105 -0.10717 0.031
N 2.22239 -3.99515 1.23083 0.011
C 3.19299 -4.32875 2.11443 -0.002
N 1.53659 -4.26085 -0.99947 0.126
C 0.68289 -3.94595 -1.89247 0.135
N -0.03981 -2.80345 -2.00277 -0.026
C -0.87511 -2.94585 -3.07547 0.141
N -1.83481 -2.19075 -3.48327 0.063
C -2.33031 -1.06995 -2.90307 0.049
C -3.38571 -0.49475 -3.63687 0.016
C -4.03731 0.61755 -3.16867 0.030
C -3.61401 1.15265 -1.95807 0.048
C -2.57911 0.53105 -1.28777 0.008
N -1.92691 -0.55645 -1.71717 0.060
C -0.58391 -4.20825 -3.77717 0.076
C -1.03621 -4.75615 -4.95967 0.014
C -0.48801 -5.97075 -5.35657 0.039
C 0.47409 -6.61675 -4.59077 0.038
C 0.91599 -6.07265 -3.39047 0.015
C 0.37069 -4.86635 -2.99937 0.077
H 5.20989 -4.86995 2.46013 0.001
H 5.83089 -4.55015 0.04943 0.000
H 4.01359 -4.12525 -1.58777 0.001
H 2.85829 -4.40635 3.13813 0.000
H -3.65851 -0.97615 -4.55947 0.000
H -4.85651 1.05715 -3.71637 0.001
H -4.07701 2.03035 -1.53717 0.004
H -2.26281 0.95175 -0.34477 0.000
H -1.76661 -4.24305 -5.56397 0.000
H -0.80471 -6.41805 -6.28737 0.002
H 0.88839 -7.55375 -4.93647 0.002
H 1.66279 -6.56875 -2.78997 0.001
O 0.47149 -4.40245 2.75003 -0.001
C 0.88999 -3.41105 1.84713 0.000
O 0.02319 -3.11275 0.93663 -0.007
C 1.30819 -2.18095 2.73623 0.001
O 1.41349 -0.97435 2.00363 -0.002
C 2.74139 -0.58105 1.64543 0.000
C 3.20669 -1.22605 0.29493 0.000
O 4.37329 -1.57115 0.19883 0.001
O 2.29659 -1.34165 -0.57867 -0.011
H -0.20451 -4.93275 2.30743 0.000
H 2.21539 -2.37295 3.31603 0.000
H 0.46809 -2.05115 3.43053 0.000
H 3.45669 -0.81835 2.44213 0.000
H 2.70639 0.50735 1.50853 0.000
C -2.25481 4.62055 4.55603 0.000
C -2.49731 4.81495 3.05363 0.000
C -2.08661 6.24355 2.68123 0.000
C -3.99251 4.65475 2.74003 0.000
C -1.71361 3.76375 2.27993 0.001
C -1.96961 2.41365 2.48243 0.000
C -1.27211 1.48605 1.74443 0.001
Br -1.67141 -0.43755 1.95133 -0.002
C -0.30751 1.77505 0.75083 0.000
O 0.24039 0.82095 0.07163 -0.007
C -0.05961 3.16295 0.56063 0.001
C -0.75481 4.08535 1.32603 0.000
C 0.90049 3.71745 -0.49167 0.000
C 1.95359 4.59385 0.20523 0.000
C 0.08709 4.56665 -1.48357 0.000
C 1.64939 2.65355 -1.29887 0.000
H -2.82841 5.34485 5.13053 0.000
H -1.20011 4.75835 4.78403 0.000
H -2.54651 3.62365 4.87283 0.000
H -2.67161 6.95515 3.26053 0.000
H -2.27151 6.44275 1.62783 0.000
H -1.03621 6.41935 2.90143 0.000
H -4.56661 5.42605 3.24983 0.000
H -4.36111 3.68475 3.06093 0.000
H -4.16451 4.75125 1.66963 0.000
H -2.70471 2.06795 3.18993 0.000
H -0.54131 5.12495 1.15103 0.000
H 1.50299 5.43955 0.71683 0.000
H 2.66149 4.98305 -0.52307 0.000
H 2.50159 4.00455 0.93713 0.000
H -0.38081 5.41685 -0.99447 0.000
H -0.69421 3.96175 -1.94077 0.000
H 0.73459 4.94535 -2.27127 0.000
H 2.24799 2.01375 -0.65467 0.000
H 2.32009 3.14525 -2.00227 0.000
H 0.96369 2.02675 -1.86677 0.000

=====

2.
80
Properties=species:S:1:pos:R:3:lowdin_spin:R:1 method="wB97M-V/def2-TZVPD" fmax_ha_per_bohr=0.0075 total_charge=-1 lumo_ha="0.097 / 0.097" s_squared=6.0276 homo_energy_ev="-1.860 / -4.760" homo_lumo_gap_ev="4.51 / 7.40" multiplicity=5
Co 0.50011 0.45231 0.15367 2.684
N 1.92773 -0.69856 1.39967 0.041
C 2.83700 0.32720 1.94076 0.005
C 2.17184 1.71175 2.06212 0.007
O 2.61981 2.50301 2.88131 0.009
O 1.20334 1.94341 1.24895 0.055
H 1.32561 -1.04133 2.14694 0.001
H 2.44665 -1.50492 1.07657 0.002
H 3.65923 0.46237 1.23318 0.000
H 3.25403 0.05221 2.90992 0.002
N -1.11545 2.07573 -0.53739 0.028
C -1.42433 2.38426 -1.86233 0.002
C -1.36676 3.69952 -2.32118 0.003
C -1.63583 3.99791 -3.64773 0.000
C -1.98236 2.98725 -4.53150 0.004
C -2.02334 1.67662 -4.07667 0.000
C -1.72525 1.34946 -2.75961 0.006
C -1.69452 -0.07444 -2.32726 0.018
C -2.89132 -0.76941 -2.24194 0.000
C -2.93905 -2.10227 -1.85485 0.021
C -1.74479 -2.73444 -1.54398 0.000
C -0.54083 -2.05242 -1.61103 0.018
C -0.45371 -0.70109 -2.00946 0.009
H -0.89510 2.86619 0.05260 0.000
H -1.73300 1.40821 -0.07730 0.001
H -1.11873 4.48863 -1.62082 0.000
H -1.57879 5.02584 -3.98428 0.000
H -2.20581 3.21549 -5.56569 0.000
H -2.25739 0.86933 -4.76085 0.000
H -3.80834 -0.23932 -2.47786 0.000
H -3.88427 -2.62514 -1.78982 0.002
H -1.74326 -3.76965 -1.22159 -0.001
H 0.35143 -2.56801 -1.28700 0.001
N -1.28219 -0.22355 1.04918 0.083
S -1.51363 0.02872 2.64946 0.120
C -3.18518 -0.64126 2.84505 0.033
C -3.56540 -1.10810 4.09770 0.008
C -4.83960 -1.62292 4.27781 0.001
C -5.72785 -1.67424 3.21149 -0.001
C -5.34100 -1.21055 1.96120 0.002
C -4.06542 -0.69826 1.77008 0.005
C -0.57832 -0.93895 3.67533 0.173
C 0.37634 -0.30349 4.53931 0.103
C 1.29789 -1.03991 5.22246 0.058
C 1.35438 -2.45593 5.09754 0.225
C 0.43557 -3.08284 4.25138 0.028
C -0.51446 -2.37882 3.54874 0.163
H -1.53066 -1.18161 0.79940 0.004
H -2.84988 -1.07514 4.90891 0.003
H -5.13219 -1.99584 5.25157 0.000
H -6.72109 -2.08226 3.35174 0.000
H -6.02830 -1.25238 1.12539 0.000
H -3.74178 -0.35607 0.79639 0.001
H 0.38806 0.77826 4.60460 0.002
H 2.01489 -0.52454 5.85026 -0.001
H 2.09814 -3.02912 5.63311 0.019
H 0.47084 -4.16213 4.13775 -0.004
H -1.20238 -2.89400 2.88824 0.013
C 2.58383 -1.73078 -2.14820 0.001
C 2.11026 -0.33053 -2.53943 0.006
C 1.97948 -0.32570 -4.07642 0.003
C 0.77036 0.11247 -1.91265 0.027
C 3.14135 0.72542 -2.12382 0.003
C 2.94236 2.06433 -2.47508 0.001
C 3.80973 3.05738 -2.06111 0.000
C 4.91461 2.74398 -1.27963 0.000
C 5.13812 1.42516 -0.93499 0.000
C 4.26232 0.42988 -1.35596 0.001
H 1.92379 -2.48146 -2.57855 0.000
H 2.60574 -1.87758 -1.06832 0.000
H 3.58574 -1.92055 -2.54070 0.000
H 1.22994 -1.06072 -4.37950 0.000
H 2.92637 -0.57215 -4.56593 0.001
H 1.64994 0.64826 -4.43997 0.000
H 0.55402 1.08199 -2.35655 0.002
H 2.07869 2.34021 -3.06688 0.000
H 3.61378 4.08744 -2.33204 0.000
H 5.58170 3.52221 -0.93213 0.000
H 5.98677 1.16031 -0.31559 0.000
H 4.45978 -0.59028 -1.05625 0.000

=====

3.
84
Properties=species:S:1:pos:R:3:lowdin_charge:R:1 method="wB97M-V/def2-TZVPD" fmax_ha_per_bohr=0.0460 total_charge=+1 lumo_ha=-0.101 smiles=CO[C@](c1ccccc1)(c1n(C)c2ccccc2[n+]1C)C(c1ccc(N(C)CC(F)(F)F)cc1)c1ccc(N(C)CC(F)(F)F)cc1 homo_energy_ev=-9.915 relative_energy_kcal_mol=15.0 homo_lumo_gap_ev=7.16 multiplicity=1
C -4.22538 -4.85752 1.92434 -0.050
N -4.61810 -3.47048 1.78161 -0.128
C -5.95755 -3.15984 2.25250 -0.051
C -6.99959 -3.47496 1.21508 -0.529
F -8.26499 -3.19118 1.63995 0.126
F -6.76579 -2.76281 0.06197 0.116
F -6.95765 -4.80695 0.87242 0.112
C -3.73214 -2.52749 1.34732 -0.212
C -3.96131 -1.12518 1.41161 0.002
C -2.97843 -0.22838 1.00782 -0.062
C -1.73702 -0.63519 0.47916 -0.129
C -0.67504 0.41043 0.00454 -0.126
C 0.19101 -0.09253 -1.16106 -0.159
C 0.25522 0.68163 -2.32697 -0.022
C 0.89432 0.22060 -3.47292 -0.001
C 1.56689 -1.01906 -3.47608 -0.228
N 2.17446 -1.52647 -4.62202 -0.157
C 1.50854 -1.40437 -5.90430 -0.051
C 3.62140 -1.66079 -4.72530 -0.056
C 4.24853 -2.64268 -3.77112 -0.536
F 5.53136 -2.94339 -4.14082 0.120
F 4.29933 -2.13603 -2.49241 0.097
F 3.54197 -3.82181 -3.72689 0.110
C 1.52976 -1.78944 -2.30334 0.015
C 0.87550 -1.32094 -1.17748 -0.078
C -1.62099 -2.01500 0.24869 -0.019
C -2.53377 -2.94367 0.72963 -0.004
H -3.16507 -4.94078 2.20042 0.091
H -4.82679 -5.31485 2.71825 0.096
H -4.37793 -5.41481 0.98487 0.103
H -6.16928 -3.81891 3.10220 0.143
H -6.04286 -2.10248 2.50271 0.125
H -4.90591 -0.74981 1.80225 0.102
H -3.22681 0.83133 1.08342 0.106
H -1.29084 1.21190 -0.43041 0.117
H -0.25022 1.64871 -2.35133 0.114
H 0.90655 0.83166 -4.37815 0.118
H 0.57254 -0.85003 -5.80805 0.086
H 2.18132 -0.90798 -6.61348 0.090
H 1.28426 -2.40964 -6.29251 0.098
H 3.83703 -2.02117 -5.73851 0.144
H 4.11936 -0.69500 -4.52742 0.150
H 1.97659 -2.77908 -2.32501 0.115
H 0.92777 -1.97395 -0.30556 0.101
H -0.84571 -2.43622 -0.36811 0.088
H -2.33081 -4.00138 0.57839 0.104
C -1.63418 1.47732 2.93989 -0.065
O -0.84558 1.96328 1.83811 -0.168
C 0.07881 1.16183 1.07529 -0.254
C 1.01030 0.34599 2.00340 -0.146
C 1.86375 -0.66381 1.53807 -0.070
C 2.48449 -1.54691 2.43141 -0.040
C 2.42001 -1.26826 3.80114 -0.064
C 1.78742 -0.10611 4.25582 -0.050
C 1.12810 0.72956 3.34243 -0.049
C 0.93457 2.34929 0.51771 0.000
N 2.26113 2.61988 0.64776 0.054
C 3.35217 1.82554 1.16889 0.031
C 2.53158 3.91639 0.17733 -0.133
C 1.32717 4.47218 -0.15664 -0.140
C 1.19954 5.81014 -0.50661 0.016
C 2.37608 6.57761 -0.56262 -0.047
C 3.62141 6.00358 -0.24081 -0.048
C 3.71182 4.65661 0.15229 0.016
N 0.35122 3.49916 0.09246 0.031
C -1.05406 3.83338 -0.01830 0.023
H -2.67807 1.73874 2.74150 0.087
H -1.55452 0.39294 3.13017 0.114
H -1.33437 2.04905 3.82324 0.092
H 2.15852 -0.67498 0.49065 0.095
H 3.02051 -2.41912 2.04589 0.119
H 2.91445 -1.92900 4.51284 0.111
H 1.78360 0.17285 5.31101 0.114
H 0.68526 1.66887 3.67261 0.117
H 4.24090 2.45245 1.09284 0.085
H 3.20012 1.57709 2.22578 0.107
H 3.52458 0.91980 0.57792 0.109
H 0.22282 6.24051 -0.72224 0.114
H 2.33707 7.62951 -0.85356 0.117
H 4.52463 6.61739 -0.29524 0.117
H 4.66255 4.20532 0.42175 0.110
H -1.09687 4.69057 -0.69287 0.090
H -1.63564 3.01047 -0.44296 0.094
H -1.46501 4.13691 0.95379 0.119